1.
26
Properties=species:S:1:pos:R:3:forces:R:3:nbo_charge:R:1 method="wB97M-V/def2-TZVPD" e_above_lowest_kcal_mol=71.6 lumo_energy_ev=-10.8 energy_ev=-37777.6612 fmax_ev_per_a=4.8 molar_mass_g_mol=224.717 charge=+2 e_homo_ev=-17.6
C -0.4690 -2.0602 1.0792 -0.4747 0.4874 0.7249 0.6532
C -2.5693 -2.9398 2.3020 1.4598 -1.6370 -2.4198 0.3561
C -0.0225 2.9413 0.1806 1.2786 -1.1096 -2.1887 -0.5811
C 1.9321 1.0623 -2.6400 1.1270 -0.5579 -1.5609 -0.6559
C 0.5868 2.5691 -1.2696 -2.0373 0.7015 2.1231 -0.4785
C 1.5020 1.3716 -1.2577 0.9806 1.0700 -0.8242 0.0794
N -1.0845 -0.8849 0.5790 0.2342 0.0078 -0.3702 -0.6787
N -3.0117 -1.9926 2.8617 -1.8260 3.4672 2.8278 -0.5617
N -1.1399 -2.8723 1.8641 0.6750 -0.9786 0.1293 -0.5246
N 0.8000 -2.2607 0.7875 0.9242 0.7447 -2.0203 -0.7201
O 0.8772 0.2174 -0.6658 -3.5968 -2.2646 1.1370 -0.6573
S -0.6571 0.2622 -0.2810 0.4360 -1.0591 0.0790 1.6312
Cl -3.2371 -4.3829 1.7293 -0.3253 -0.7594 0.0626 0.1204
H -0.9591 3.3650 -0.0289 -1.4728 0.5424 0.0240 0.2431
H 0.6113 3.7343 0.5220 0.3867 -0.1837 1.3489 0.2710
H -0.2024 2.0293 0.8013 0.5777 1.1712 0.5716 0.1530
H 1.0572 1.0175 -3.2983 0.2550 0.6037 -0.1320 0.2342
H 2.6935 1.8377 -2.9060 -0.9875 -0.3416 -0.1638 0.2790
H 2.4574 0.1159 -2.8661 -0.1306 0.2148 0.8724 0.2558
H 1.0704 3.5153 -1.5617 0.0213 -0.7990 -0.4894 0.2993
H -0.3455 2.4029 -1.8825 1.3844 -0.0058 -0.1955 0.2319
H 2.3092 1.3036 -0.5567 1.0471 1.4801 0.1699 0.2412
H -3.9468 -1.9132 3.3058 0.7281 -0.4370 -0.8281 0.4373
H -0.6061 -3.6945 2.2255 -0.4727 0.8595 -0.4752 0.4507
H 1.2305 -1.4902 0.1228 -0.5073 -2.7363 1.8155 0.4623
H 1.1235 -3.2542 0.8537 0.3154 1.5190 -0.2180 0.4590

***

2.
9
Properties=species:S:1:pos:R:3:forces:R:3:nbo_charge:R:1 method="wB97M-V/def2-TZVPD" e_above_lowest_kcal_mol=30.6 lumo_energy_ev=-0.8 energy_ev=-44573.8976 fmax_ev_per_a=2.3 molar_mass_g_mol=175.406 charge=0 e_homo_ev=-9.0
C -1.1188 0.0612 0.1593 0.0134 -0.3131 0.3391 0.0202
N -2.2601 0.3107 -0.0172 0.8815 -0.8805 0.1394 -0.0487
N 2.6837 0.5602 0.6236 0.2656 2.2010 0.3830 -0.0809
N -3.4169 0.6233 0.1545 -1.7339 1.2941 0.2450 -0.2742
N 2.3314 -0.5546 0.7156 -0.9849 -1.9284 0.6441 -0.0781
Cl 3.7733 1.1753 -0.5723 0.3516 -0.2764 -0.5335 0.0867
Cl -4.6177 -0.5058 -0.3844 0.3796 -0.2587 -0.1860 0.0848
Cl 2.8209 -1.8494 -0.3395 0.3944 0.0029 -0.4948 0.0742
H -0.1957 0.1790 -0.3395 0.4327 0.1591 -0.5362 0.2160

***

3.
123
Properties=species:S:1:pos:R:3:forces:R:3:mulliken_charge:R:1 method="wB97M-V/def2-TZVPD" lumo_energy_ev=-3.2 energy_ev=-91952.3201 fmax_ev_per_a=8.9 molar_mass_g_mol=908.979 charge=+1 e_homo_ev=-9.8
C 8.5713 -1.3027 2.6342 -1.4853 2.1549 -0.1990 -0.6006
C 7.8451 0.0107 2.7017 1.2999 -2.2843 -0.3914 -0.1280
C 7.3363 0.8531 1.3496 2.4285 2.8381 -0.8454 0.3522
O 8.0907 1.8701 0.9217 -5.3565 -6.6093 2.6335 -0.4796
O 6.0996 0.3804 0.7077 1.7401 1.4575 1.6076 -0.2574
C 4.9658 1.2903 0.9357 -0.8353 1.9766 -0.2234 -0.4715
C 3.5072 0.4917 1.1042 1.1816 -0.0164 0.6684 -0.3803
C 2.2293 1.4280 0.6533 1.1131 -0.0935 -0.2293 -0.5533
C 0.9781 0.5895 -0.0161 0.3517 1.1305 -0.6500 0.1451
C -0.3122 1.6182 -0.0420 0.4741 0.3630 -0.4530 -0.9141
C -1.6882 0.9665 -0.6564 0.4387 0.8212 -1.1803 -0.3491
C -2.3831 -0.1912 0.2731 -1.4673 0.5952 0.3993 1.0731
N -1.8878 0.0461 1.6827 -0.4386 -1.3736 -0.5939 -0.3986
C -4.0299 0.0647 0.4148 -0.2399 3.2893 2.5652 -1.6477
N -4.9275 -0.9857 -0.2729 1.3875 -0.4348 0.2598 0.2271
C -6.1183 -0.3539 -0.9592 -4.4770 2.0236 -0.9061 1.0506
F -5.7490 0.7834 -1.8796 -0.3978 -4.0572 2.8127 -0.2914
F -6.9170 -1.2956 -1.7995 3.2551 2.3461 2.3090 -0.3030
C -7.2053 0.2678 0.1495 -2.7562 1.9664 2.0915 0.3152
C -8.2518 1.4438 -0.3902 -0.6014 -0.6575 3.3293 -0.5198
C -9.3949 2.1460 0.6084 2.7522 -3.3493 1.7117 -0.4654
C -9.5110 1.6481 2.1683 2.7508 -1.4600 -2.8792 -0.5566
C -8.4850 0.4401 2.6947 0.2060 1.2725 -2.7218 -0.0911
C -8.7161 -0.0220 4.2785 -1.7003 -0.2493 -0.1988 0.7270
F -8.0874 0.9004 5.2542 -1.9910 -3.5903 -3.0844 -0.2108
F -10.2092 0.0658 4.4930 4.8250 -0.2523 -0.2299 -0.2624
F -8.3792 -1.4658 4.5054 -0.6973 5.0850 -0.3801 -0.2354
C -7.3306 -0.2314 1.7064 -2.4072 2.6472 -1.4143 -0.0961
C -3.9336 -1.8061 -1.0779 0.9172 -0.6572 -4.0156 -1.1679
C -4.4486 -3.2796 -1.6609 -1.3140 0.0487 1.6220 -0.6119
C -2.4745 -1.7456 -0.3010 -0.2148 -0.5366 0.4064 0.2581
C -2.2067 -2.7150 0.9937 -0.2756 -0.5536 0.3556 0.4131
C -2.1965 -4.3260 0.6611 -3.6287 -3.3883 1.1685 -0.2267
O -3.1718 -5.1960 0.9499 5.6862 5.5889 -1.5665 -0.4940
P -1.2652 -2.3135 -1.6652 0.2176 2.5796 -5.8198 0.5207
O -1.5373 -1.6434 -3.0987 0.2439 -1.8119 4.6599 -0.7059
H 9.6648 -1.4715 3.0809 -3.1228 0.3459 0.1722 0.2279
H 8.0570 -2.2761 2.1730 1.6457 2.7103 -0.2967 0.2545
H 7.5692 0.4719 3.7639 1.7534 -0.1716 -2.6152 0.2798
H 5.1995 1.9700 1.8803 -0.6356 -1.5230 -1.8244 0.3235
H 4.9398 2.0476 0.0147 -0.1510 -1.6997 1.8659 0.1993
H 3.4399 0.2106 2.2626 -0.0154 0.4791 -2.5914 0.2999
H 3.6081 -0.5092 0.5045 -0.3910 1.9550 0.9625 0.2179
H 1.9400 2.0759 1.5847 0.1934 -1.3250 -1.7715 0.3029
H 2.6422 2.1972 -0.1601 -1.0525 -1.6849 1.6265 0.2531
H 1.3152 0.3490 -1.1360 -0.8491 0.4424 2.4214 0.0265
H 0.7626 -0.4470 0.4827 0.4369 1.9317 -0.5143 0.0654
H -0.0030 2.4958 -0.7899 -0.7623 -2.0596 1.5859 0.3515
H -0.4671 2.1658 1.0068 0.1956 -1.5166 -2.2819 0.2517
H -2.4319 1.8828 -0.8366 1.5265 -2.1746 0.6368 0.2937
H -1.4119 0.5913 -1.7551 -0.7478 0.4364 2.3957 0.3186
H -0.9315 -0.3360 1.8516 -1.0721 0.6596 -0.3646 0.2587
H -2.5287 -0.3348 2.4128 0.7481 0.2387 -0.9344 0.3500
H -4.2524 1.2077 0.1540 0.1657 -2.8385 -0.1506 0.2623
H -4.4846 0.0202 1.5177 1.7026 0.0615 -2.0244 0.3735
H -5.1634 -1.6004 0.5517 -0.8709 0.7227 -1.2278 0.7205
H -8.2612 1.8444 -1.5068 0.2145 -1.2063 2.5893 0.2679
H -10.1232 2.9832 0.1866 1.8319 -2.0906 0.9693 0.3462
H -10.3170 2.1553 2.8852 2.0820 -1.4631 -1.6561 0.3135
H -6.6222 -1.0798 2.0969 -1.6506 1.8170 -0.4988 0.1991
H -3.9030 -1.1842 -2.0966 0.8513 -1.0364 2.2927 0.5366
H -3.5757 -4.0574 -1.7829 -1.8370 1.7433 0.1191 0.0135
H -5.1961 -3.6871 -0.8243 1.6650 0.4664 -1.7479 0.2821
H -5.1089 -3.1772 -2.6376 1.7762 -0.0358 2.0274 0.2591
H -2.9815 -2.4364 1.8524 1.7033 -0.9316 -1.8562 -0.7570
H -1.1068 -2.4572 1.3796 -2.3906 -0.6019 -0.8405 0.4279
H -1.2036 -4.7417 0.1447 -2.0688 0.7859 1.1151 0.2953
H -1.2892 -3.7553 -1.9140 -0.1404 0.9638 0.9987 0.1931
H 0.1378 -2.0043 -1.3662 -1.2508 -0.4325 0.6567 0.0879
C -0.3513 6.3420 -1.2701 0.1398 0.1969 -0.0296 -0.8833
C -1.1623 5.1280 -1.0778 -0.7517 -1.0144 0.1596 0.4561
N -1.8030 4.1689 -0.9260 0.9640 1.8399 -0.2967 -0.4239
H -0.4983 6.7732 -2.2660 -0.1243 -0.2627 0.1458 0.2801
H -0.6059 7.1182 -0.5406 -0.1105 -0.3019 -0.0456 0.2802
H 0.7187 6.1350 -1.1620 -0.2504 -0.1849 0.0246 0.2818
C -3.4439 -4.2540 4.7474 0.0646 -0.1855 0.1441 -0.9237
C -3.9722 -3.0142 4.1538 -0.4799 0.9219 -0.3580 0.5494
N -4.3895 -2.0348 3.6847 0.6707 -1.4952 0.4792 -0.4670
H -2.5519 -4.6073 4.2194 -0.2003 0.2496 -0.0845 0.2619
H -3.1640 -4.1126 5.7967 -0.1350 0.2317 -0.2141 0.3498
H -4.1806 -5.0636 4.7155 -0.0176 0.3216 -0.1286 0.2913
C 10.0561 4.8904 0.3919 0.0662 -0.1778 0.0489 -0.2227
C 9.5278 6.1302 -0.2018 -0.4515 1.0691 -0.4769 0.3286
N 9.1105 7.1096 -0.6709 0.6516 -1.6062 0.7396 -0.4039
H 10.9481 4.5372 -0.1362 -0.1735 0.2569 0.0325 -0.0294
H 10.3360 5.0318 1.4411 -0.1119 0.1834 -0.2223 0.2920
H 9.3194 4.0808 0.3600 -0.0209 0.2547 -0.0614 0.0466
C 7.7090 -4.5204 5.2371 0.1344 -0.1727 0.0804 -0.8144
C 7.0193 -3.3528 4.6632 -0.6705 0.9220 -0.3931 0.4099
N 6.4743 -2.4303 4.2099 0.6339 -1.7085 0.9322 -0.3604
H 7.1667 -5.4502 5.0351 -0.0534 0.3048 -0.0749 0.2730
H 8.7168 -4.6376 4.8250 -0.2098 0.2065 -0.0464 0.2653
H 7.8119 -4.4356 6.3241 -0.1244 0.1945 -0.2235 0.2797
C -7.5513 4.7277 -3.6849 0.1320 0.2155 -0.0455 -0.8260
C -8.3623 3.5137 -3.4926 -0.6540 -0.9180 0.0664 0.5235
N -9.0030 2.5546 -3.3408 1.0572 1.5881 -0.2407 -0.5254
H -7.6983 5.1589 -4.6808 -0.1326 -0.2687 0.1446 0.3200
H -7.8059 5.5039 -2.9554 -0.1248 -0.2937 -0.0520 0.2736
H -6.4813 4.5207 -3.5768 -0.2531 -0.2018 0.0142 0.2584
C 5.5143 -1.4516 -2.1560 0.2325 -0.1522 0.0497 -0.6319
C 4.1981 -0.8697 -2.4681 -1.0051 0.4858 -0.2766 0.3580
N 3.1582 -0.4101 -2.7147 1.6095 -0.7037 0.4454 -0.4032
H 5.6036 -2.4758 -2.5333 -0.2575 0.2189 -0.0639 0.3588
H 6.3291 -0.8707 -2.6009 -0.3386 0.0682 -0.0155 0.2614
H 5.6948 -1.4878 -1.0764 -0.2375 0.1851 -0.1435 0.0878
C 11.0907 2.7759 -3.1549 -0.1409 -0.0087 -0.2010 -0.7681
C 11.9827 2.8813 -1.9880 0.8091 0.0439 0.9611 0.4045
N 12.6874 2.9646 -1.0661 -1.1876 -0.1304 -1.5220 -0.4323
H 11.2842 3.5690 -3.8849 0.1290 -0.0700 0.2858 0.2736
H 11.2160 1.8202 -3.6747 0.1355 0.1264 0.2599 0.2974
H 10.0369 2.8517 -2.8667 0.2543 0.0100 0.1719 0.2514
C 3.4381 2.1938 -5.7165 -0.2475 0.0978 -0.0044 -0.6575
C 4.7958 1.6260 -5.6649 1.1845 -0.5143 0.0692 0.3450
N 5.8685 1.1774 -5.6241 -1.7895 0.7297 -0.0112 -0.3921
H 3.4456 3.2761 -5.5489 0.2510 -0.2090 -0.0269 0.2578
H 2.9638 2.0202 -6.6881 0.2912 -0.0774 0.1143 0.2653
H 2.7861 1.7531 -4.9549 0.3231 -0.1064 -0.0497 0.1818
C -5.4124 -7.6100 -1.0888 -0.1724 -0.1254 0.1430 -0.8037
C -4.5109 -6.9689 -2.0607 0.7682 0.5234 -0.8014 0.4494
N -3.7986 -6.4625 -2.8287 -1.1353 -0.7284 1.3320 -0.4481
H -5.0042 -8.5578 -0.7224 0.1109 0.2245 -0.2095 0.3020
H -5.5843 -6.9725 -0.2151 0.2128 0.0478 -0.2483 0.2209
H -6.3917 -7.8278 -1.5279 0.2680 0.1222 -0.1338 0.3204

***

4.
15
Properties=species:S:1:pos:R:3:forces:R:3:nbo_charge:R:1 method="wB97M-V/def2-TZVPD" e_above_lowest_kcal_mol=107.1 lumo_energy_ev=-0.4 energy_ev=-9405.1870 fmax_ev_per_a=0.5 molar_mass_g_mol=100.117 charge=0 e_homo_ev=-9.1
C -1.6346 0.3910 0.2044 -0.0761 0.0566 0.0242 -0.6028
C -0.4497 -0.5362 -0.0776 -0.0621 -0.0241 -0.0384 -0.3232
C 0.0709 -0.3067 -1.4824 0.1518 0.2549 -0.0238 0.4491
O 0.8383 0.6086 -1.7195 -0.2566 -0.3806 0.0655 -0.5492
C 1.8994 -0.8550 0.0812 -0.1201 0.2300 0.2490 -0.0188
C 0.7810 -0.2740 0.8551 0.1416 -0.2863 -0.1124 -0.1090
O 0.8685 1.0580 1.3167 0.0734 0.1601 -0.2011 -0.7194
H -2.4598 0.1858 -0.4867 0.1165 -0.0085 0.0860 0.2142
H -1.3438 1.4381 0.0894 -0.0306 -0.1571 0.0128 0.2234
H -2.0004 0.2571 1.2265 0.0778 -0.0232 -0.1406 0.2262
H -0.7514 -1.5842 0.0220 0.0970 0.1570 -0.0343 0.2308
H -0.2640 -0.9813 -2.2909 -0.0392 0.0992 0.0165 0.1424
H 2.6937 -0.0920 -0.0279 -0.0588 -0.1052 0.0354 0.1186
H 0.6697 -0.9011 1.7520 -0.0184 -0.0047 -0.0851 0.2417
H 1.0823 1.5920 0.5378 0.0039 0.0319 0.1462 0.4761

***

5.
75
Properties=species:S:1:pos:R:3:forces:R:3:mulliken_charge:R:1 method="wB97M-V/def2-TZVPD" e_above_lowest_kcal_mol=46.0 lumo_energy_ev=-0.1 energy_ev=-64309.5525 fmax_ev_per_a=5.2 molar_mass_g_mol=602.436 charge=0 e_homo_ev=-5.8
O 1.0226 -0.3552 -3.7439 0.5978 0.8553 0.8286 -0.6429
C 0.0114 0.2982 -3.6057 -4.2412 -2.0856 -0.9554 -0.2933
C -0.3017 1.7377 -3.8232 1.8226 0.0598 -0.7907 0.9813
C 0.2678 2.8053 -3.1332 0.3044 0.0890 -0.4468 0.2007
H 0.5676 2.6539 -2.0998 0.1380 0.0844 -0.1182 0.7165
C 0.4671 4.0135 -3.8028 -0.5771 0.0142 0.3240 -1.0842
H 0.9434 4.8347 -3.2705 -0.1336 -0.0705 -0.1544 0.4167
C 0.0182 4.1739 -5.1160 0.2365 -0.1843 -0.0709 -0.5018
H 0.1478 5.1101 -5.6515 0.0838 -0.0672 0.1853 0.3804
C -0.5783 3.1074 -5.7794 -0.7295 0.0803 -0.0545 -0.5293
H -0.9452 3.1983 -6.7992 0.1728 0.2041 0.1184 0.3657
C -0.7815 1.8991 -5.1334 0.3854 -0.1973 0.3956 -0.6383
H -1.1917 1.0270 -5.6575 0.1137 0.4215 0.1541 0.3833
H -1.0234 -0.2825 -3.7181 1.9075 0.7137 0.3933 0.0637
C -2.5381 -0.8359 -2.0210 -1.3438 -0.6233 1.1200 -2.4554
C -1.7683 0.2547 -1.3428 1.7463 0.0650 -4.9386 1.5361
H -3.1704 -0.5523 -2.8553 -0.1349 0.4160 -0.2423 0.4605
H -3.2127 -1.2733 -1.2967 -0.6198 -0.4997 0.3005 0.5890
H -1.9627 -1.6834 -2.3608 0.7008 -0.1582 -0.0714 0.4133
C -2.2342 1.4836 -1.5077 -1.7237 1.4836 0.6613 -0.2147
C -3.7014 1.7262 -1.4524 -0.7593 -0.3506 -1.1579 -2.0564
H -1.7572 2.4634 -1.5111 0.8605 -0.5365 0.7020 0.4535
H -4.0889 2.1209 -2.3743 -0.3296 0.4305 -0.7401 0.4131
H -4.0089 2.4115 -0.6779 0.3024 0.3172 0.4123 0.3272
H -4.2184 0.8045 -1.2661 -0.4330 -0.3741 0.1395 0.4469
Y -1.1115 0.0253 0.6761 1.3755 0.8960 0.7976 -0.0972
Cl 0.0233 2.4385 0.4376 0.1577 0.2286 0.5817 -0.5333
Cl -3.4908 0.2633 1.4692 -0.5082 -0.1002 0.4038 -0.5879
H 4.4852 1.0116 -2.4993 -0.1857 0.0313 0.0355 0.3204
H 4.6318 1.7699 -0.0830 -0.2274 -0.0636 0.0975 0.4445
C 3.4075 1.1527 -2.3237 0.4521 -0.2336 -0.1751 -0.9861
C 3.5666 1.5905 0.1252 -0.5437 0.6241 -0.2943 -0.5534
N 3.0326 0.7924 -0.9693 0.5979 -0.2691 0.3965 0.4248
H 2.8169 0.5394 -3.0187 0.2876 0.3566 0.1251 0.3144
C 2.2024 -0.2399 -0.7661 -1.9028 0.0310 1.1874 -0.6674
O 1.3128 -0.2741 0.1135 2.5141 -0.5068 -0.9939 -0.0266
H 3.4674 1.0759 1.0957 -0.1380 0.1261 -0.5730 -0.2543
H 2.3730 -1.1032 -1.4414 -0.3868 0.4936 -0.1689 0.4979
H 3.1692 2.2133 -2.4866 -0.0570 -0.2803 -0.0273 0.3529
H 3.0330 2.5548 0.1501 0.2238 -0.2244 0.3347 0.3548
H -0.5122 -5.4628 0.7199 -0.2756 0.1603 -0.0264 0.3160
H 1.3951 -5.6685 -1.1541 0.0702 0.1581 0.0774 0.3260
C -1.0422 -4.8867 -0.0516 0.0948 -0.1293 0.0229 -0.9397
C 0.7576 -4.9894 -1.7257 0.0490 0.0103 -0.1481 -0.9232
N -0.0716 -4.1842 -0.8660 0.1077 0.0753 -0.0725 0.2342
H -1.7323 -4.1640 0.3895 0.1523 -0.2566 -0.0421 0.2313
C 0.0471 -2.8599 -0.8351 -1.7114 1.4186 1.6086 0.2916
O -0.6379 -2.1515 -0.0414 1.1556 -1.7744 -1.5561 -0.1016
H 1.3619 -4.3053 -2.3167 0.1535 -0.2508 -0.1753 0.2856
H 0.7424 -2.4210 -1.5704 -0.1969 -0.0754 0.2828 -0.1672
H -1.5683 -5.5887 -0.7089 -0.0815 0.1200 0.2328 0.3529
H 0.1393 -5.6123 -2.3737 -0.0119 0.1184 -0.1451 0.3239
C 2.7217 -0.7194 3.6014 0.3009 -0.1612 0.0593 -0.6053
N 2.3136 0.6045 4.1428 -0.4136 0.6764 0.3446 0.0185
C 3.4262 1.5896 4.1897 0.0950 -0.1006 0.0703 -0.7464
C 1.0416 1.1219 3.4500 0.2431 0.2702 0.1512 -0.3747
C 0.0179 0.0916 3.7282 -0.9777 -0.5729 2.0164 -0.3165
C -0.3902 -0.1598 5.0505 0.3692 0.2202 -0.3557 -0.4717
C -1.1827 -1.2736 5.2910 -0.1921 -0.2694 0.4753 -0.9004
C -1.6151 -2.1171 4.2585 0.0645 -0.1644 -0.4708 -0.6757
C -1.2463 -1.8176 2.9281 -1.0191 -0.6795 2.5426 -0.5673
C -0.4682 -0.7226 2.7655 2.0569 0.4006 -2.4504 1.5840
H 2.7083 -0.6916 2.5119 -0.1443 0.0874 0.0638 0.1513
H 2.0375 -1.4888 3.9558 -0.0388 0.1735 -0.1270 0.2677
H 3.7284 -0.9227 3.9618 0.0079 -0.0657 -0.0086 0.3882
H 2.0042 0.4748 5.1173 0.1606 -0.2290 -0.3922 0.4243
H 3.7365 1.8670 3.1771 -0.1622 -0.1000 0.2484 0.2340
H 3.0940 2.4738 4.7458 0.0627 -0.2146 -0.2540 0.3462
H 4.2467 1.0990 4.7216 0.0049 0.3004 -0.1372 0.3943
H 0.7614 2.0827 3.9005 0.4630 -0.0585 -0.0211 0.4893
H 1.2621 1.2541 2.3861 -0.0539 -0.0305 0.1702 -0.2783
H -0.0865 0.5077 5.8586 -0.1829 -0.1102 0.2089 0.4707
H -1.4675 -1.4937 6.3232 -0.0476 0.0396 -0.3516 0.3696
H -2.2422 -2.9701 4.5150 0.1140 0.0738 -0.0421 0.3703
H -1.5799 -2.3649 2.0455 -0.2225 -0.2569 0.4800 0.4634